1.
Computed, not measured: 2 unconnected molecules or ions with the total composition C4H10O, with ωB97M-V/def2-TZVPD.

Results
Total charge: 0
Highest occupied orbital energy (spin up / spin down): -7.058 / -6.835 eV
Frontier orbital gap (spin up / spin down): 8.1 / 7.9 eV
Maximum force: 0.4 eV/Å
Total energy: -233.49222 Eh
ΔE to the lowest compared entry with this formula, charge and spin: 95.84 kcal per mole

Each line ends with the Mulliken charge.
Geometry (Å):
C 0.65 1.72 -0.79  -0.551
O 0.00 1.13 0.20  -0.260
C -0.10 -0.14 0.42  0.779
C 0.81 -1.06 -0.31  -1.241
C -0.86 -0.53 1.64  -1.231
H -1.07 0.62 -1.91  0.008
H 1.42 1.19 -1.32  0.281
H 0.58 2.80 -0.75  0.218
H -1.41 0.06 -1.53  0.017
H 1.87 -0.86 -0.06  0.351
H 0.73 -0.93 -1.40  0.361
H 0.59 -2.10 -0.07  0.337
H -1.47 -1.42 1.45  0.323
H -1.52 0.29 1.94  0.330
H -0.20 -0.76 2.49  0.277

---

2.
Computed, not measured: 2 unconnected molecules or ions with the total composition C6H11FO2S, with ωB97M-V/def2-TZVPD.

Results
Total charge: 0
Highest occupied orbital energy: -9.005 eV
Frontier orbital gap: 9.4 eV
Maximum force: 3.5 eV/Å
Total energy: -883.65011 Eh
ΔE to the lowest compared entry with this formula, charge and spin: 22.29 kcal per mole

Each line ends with the Mulliken charge.
Geometry (Å):
C -0.02 0.41 2.54  -0.777
C -0.67 -0.55 1.89  -0.188
C 1.32 -1.56 0.57  -1.209
C 0.19 2.14 -2.33  -1.099
C -0.83 -0.06 -0.82  -0.990
C -0.14 -1.32 0.77  0.900
O -0.85 2.38 0.12  -0.650
O 1.35 1.30 -0.14  -0.672
F -0.88 -2.42 0.50  -0.329
S 0.00 1.50 -0.63  1.262
H -0.51 0.96 3.33  0.255
H 0.99 0.69 2.31  0.252
H -1.70 -0.78 2.13  0.301
H 1.71 -2.07 1.45  0.375
H 1.83 -0.61 0.44  0.321
H 1.47 -2.19 -0.30  0.357
H 0.73 3.07 -2.25  0.356
H 0.77 1.42 -2.89  0.350
H -0.79 2.30 -2.76  0.356
H -0.52 -0.60 -1.70  0.449
H -1.89 0.02 -0.66  0.381

---

3.
Computed, not measured: a gas-phase ion, C2H10N3 (charge +1), with ωB97M-V/def2-TZVPD.

Results
Total charge: +1
Highest occupied orbital energy: -15.814 eV
Frontier orbital gap: 12.5 eV
Maximum force: 4.1 eV/Å
Total energy: -246.11789 Eh
ΔE to the lowest compared entry with this formula, charge and spin: 88.33 kcal per mole

Each line ends with the Mulliken charge.
Geometry (Å):
C 0.19 -0.14 -1.46  -0.799
N -0.02 -0.17 0.02  0.549
C -0.39 1.24 0.40  -0.745
N 1.18 -0.44 0.68  -0.760
N -1.06 -1.15 0.41  -0.606
H 0.68 -1.08 -1.77  0.353
H -0.75 -0.12 -2.00  0.361
H 0.82 0.71 -1.57  0.375
H -0.73 1.21 1.53  0.343
H 0.37 1.96 0.23  0.408
H -1.21 1.48 -0.29  0.319
H 1.84 0.37 0.72  0.326
H 0.89 -0.51 1.71  0.316
H -0.84 -1.30 1.38  0.265
H -0.98 -2.05 0.02  0.296

---

4.
Computed, not measured: a gas-phase ion, C4H13NPS (charge +1), with ωB97M-V/def2-TZVPD.

Results
Total charge: +1
Highest occupied orbital energy: -13.555 eV
Frontier orbital gap: 9.5 eV
Maximum force: 4.5 eV/Å
Total energy: -954.17907 Eh
ΔE to the lowest compared entry with this formula, charge and spin: 41.45 kcal per mole

Each line ends with the Mulliken charge.
Geometry (Å):
C -1.96 -0.16 -1.40  -1.253
N -1.46 -1.15 -0.55  -0.241
S 0.11 -1.24 0.02  0.226
C 1.02 -1.55 -1.59  -0.729
P 0.68 1.06 0.34  0.229
C -0.60 1.51 1.62  -0.973
C 2.23 0.70 1.49  -0.993
H -2.60 0.54 -0.94  0.418
H -1.29 0.49 -1.74  0.581
H -2.50 -0.75 -2.08  0.366
H -2.07 -1.48 0.18  0.292
H 1.55 -2.51 -1.65  0.355
H 1.85 -0.85 -1.78  0.329
H 0.18 -1.42 -2.35  0.281
H -0.56 0.92 2.47  0.398
H -1.60 1.35 1.06  0.215
H -0.43 2.49 1.91  0.426
H 2.86 -0.05 1.09  0.392
H 1.83 0.42 2.49  0.321
H 2.75 1.68 1.41  0.362

---

5.
Computed, not measured: 2 unconnected molecules or ions with the total composition C3HClNO3, with ωB97M-V/def2-TZVPD.

Results
Total charge: -1
Highest occupied orbital energy (spin up / spin down): -0.591 / -4.132 eV
Frontier orbital gap (spin up / spin down): 3.7 / 6.9 eV
Maximum force: 5.3 eV/Å
Multiplicity: 3
Total energy: -855.41712 Eh
ΔE to the lowest compared entry with this formula, charge and spin: 76.99 kcal per mole

Each line ends with the Mulliken spin population.
Geometry (Å):
C 1.00 1.38 -1.44  0.783
C 0.94 1.56 0.00  0.383
C -0.34 -1.60 -1.91  0.114
N 0.79 2.75 -0.67  0.258
O 1.35 1.08 1.16  0.137
O -0.32 -2.80 -1.73  -0.020
O -0.17 -0.43 -1.99  -0.027
Cl 2.86 1.55 -1.91  0.349
H 0.14 3.36 -0.41  0.024

---

6.
Computed, not measured: a molecular structure, C36H30F6N9O24S6Y, with ωB97M-V/def2-TZVPD.

Results
Total charge: 0
Highest occupied orbital energy: -9.520 eV
Frontier orbital gap: 7.8 eV
Maximum force: 12.3 eV/Å
Total energy: -6714.35504 Eh

Each line ends with the Mulliken charge.
Geometry (Å):
Y -0.27 0.51 0.31  2.795
N -2.14 0.16 1.37  0.120
S -3.54 -0.16 0.78  0.425
O -4.68 0.77 0.92  -0.587
O -3.76 -1.55 0.53  -0.505
F -3.04 0.33 -0.71  -0.166
S -2.79 -0.03 2.94  0.716
O -3.20 -1.38 3.34  -0.555
O -3.50 1.05 3.58  -0.604
F -1.31 0.11 3.67  -0.082
N 0.94 2.14 1.04  0.295
S 0.53 3.17 2.34  0.570
O 0.07 4.51 1.96  -0.544
O 1.15 2.97 3.62  -0.472
F -0.95 2.64 2.54  -0.240
S 2.13 3.03 0.78  0.418
O 3.22 3.09 1.75  -0.599
O 1.94 4.10 -0.20  -0.579
F 2.70 1.96 -0.25  -0.144
N -0.43 0.17 -1.89  0.167
S 0.13 1.25 -3.13  0.473
O -0.82 2.18 -3.69  -0.475
O 1.30 0.88 -3.94  -0.615
F 0.83 2.13 -1.95  -0.255
S -1.10 -0.61 -2.98  0.491
O -0.29 -1.48 -3.82  -0.593
O -2.31 0.00 -3.48  -0.485
F -1.80 -1.66 -1.92  -0.224
C -1.93 7.34 -2.03  -0.384
C -3.22 6.97 -1.62  -0.841
C -3.39 5.64 -1.16  -0.316
C -2.25 4.81 -1.00  0.358
C -0.99 5.16 -1.45  0.191
C -0.80 6.45 -1.95  -1.109
N -2.46 3.53 -0.30  1.444
O -3.47 3.44 0.44  -0.602
O -1.61 2.66 -0.37  -0.050
H -1.80 8.31 -2.46  0.392
H -4.03 7.69 -1.68  0.445
H -4.39 5.39 -0.83  0.393
H -0.22 4.43 -1.25  0.131
H 0.17 6.85 -2.18  0.472
C 6.67 -1.85 -1.45  -0.472
C 6.12 -0.82 -0.61  -1.064
C 4.75 -0.82 -0.50  0.146
C 3.90 -1.59 -1.27  -0.253
C 4.44 -2.50 -2.20  -0.473
C 5.83 -2.63 -2.26  -0.638
N 2.41 -1.50 -1.13  0.416
O 1.90 -0.69 -0.38  0.115
O 1.72 -2.35 -1.69  -0.496
H 7.73 -1.95 -1.57  0.442
H 6.73 -0.17 0.01  0.503
H 4.41 -0.17 0.30  0.441
H 3.78 -3.09 -2.82  0.555
H 6.28 -3.33 -2.94  0.445
C 1.35 -0.78 7.29  -0.494
C 2.17 0.26 6.77  -0.608
C 2.31 0.48 5.46  -0.660
C 1.62 -0.28 4.49  0.211
C 0.79 -1.32 4.98  -0.186
C 0.69 -1.59 6.35  -0.832
N 1.86 -0.20 3.02  0.626
O 0.92 -0.30 2.24  1.021
O 3.02 -0.02 2.67  -0.455
H 1.21 -0.99 8.34  0.415
H 2.55 0.98 7.48  0.365
H 2.96 1.29 5.16  0.449
H 0.28 -1.97 4.27  0.518
H 0.10 -2.41 6.72  0.430
C -5.49 3.28 -2.15  -0.679
C -6.72 3.66 -2.76  -0.834
C -6.82 3.65 -4.14  -0.442
C -5.75 3.24 -4.96  -0.240
C -4.52 2.84 -4.36  -0.448
C -4.41 3.00 -2.99  0.490
N -5.96 3.08 -6.43  1.007
O -5.02 2.55 -7.00  -0.602
O -6.95 3.46 -6.96  -0.611
H -5.42 3.36 -1.08  0.662
H -7.57 3.87 -2.14  0.422
H -7.74 3.93 -4.64  0.440
H -3.65 2.65 -4.97  0.544
H -3.46 2.75 -2.53  0.256
C -2.91 -6.04 -1.08  -0.357
C -3.25 -5.78 0.19  -0.562
C -2.61 -4.80 0.89  -0.752
C -1.56 -4.03 0.27  0.253
C -1.25 -4.27 -1.06  0.023
C -1.89 -5.38 -1.71  -1.052
N -0.95 -2.93 1.02  0.893
O -0.39 -1.98 0.43  0.383
O -1.02 -2.96 2.27  -0.550
H -3.42 -6.84 -1.60  0.404
H -4.10 -6.30 0.61  0.391
H -2.97 -4.55 1.88  0.463
H -0.53 -3.74 -1.67  0.380
H -1.66 -5.70 -2.72  0.419
C 6.95 -4.48 1.34  -0.410
C 6.20 -5.32 0.51  -0.566
C 4.79 -5.09 0.45  -0.381
C 4.18 -4.11 1.18  -0.038
C 4.97 -3.29 2.00  -0.141
C 6.37 -3.42 2.00  -0.664
N 2.71 -3.85 1.13  0.751
O 1.99 -4.73 0.67  -0.619
O 2.30 -2.76 1.57  -0.099
H 8.02 -4.62 1.32  0.398
H 6.64 -6.08 -0.13  0.441
H 4.24 -5.69 -0.26  0.467
H 4.56 -2.50 2.61  0.369
H 6.92 -2.70 2.59  0.459

---

7.
Computed, not measured: a molecular structure, C49H42ClN3O7SSnTe, with ωB97M-V/def2-TZVPD.

Results
Total charge: -1
Highest occupied orbital energy (spin up / spin down): -5.324 / -5.303 eV
Frontier orbital gap (spin up / spin down): 7.3 / 5.7 eV
Maximum force: 1.6 eV/Å
Multiplicity: 2
Total energy: -3924.05200 Eh
ΔE to the lowest compared entry with this formula, charge and spin: 25.30 kcal per mole

Each line ends with the Mulliken spin population.
Geometry (Å):
Sn -1.83 0.43 1.06  -0.018
O -1.23 -1.80 5.02  0.006
C -0.92 -0.87 5.93  0.009
C -0.40 -1.28 7.16  -0.007
C -0.06 -0.36 8.12  0.010
C -0.24 1.00 7.89  -0.006
C -0.76 1.42 6.68  0.007
C -1.10 0.51 5.69  0.011
C -1.61 0.95 4.37  -0.015
O -2.02 0.10 3.53  0.056
N -1.61 2.27 4.17  0.246
N -1.96 2.73 3.01  0.292
C -1.97 3.95 2.60  0.051
C -2.71 4.33 1.44  0.004
C -2.64 5.62 0.88  -0.031
C -3.34 5.93 -0.26  0.046
C -4.12 4.94 -0.88  -0.009
C -4.22 3.67 -0.36  0.032
C -3.53 3.32 0.83  0.075
O -3.61 2.16 1.37  0.210
H -1.58 -1.33 4.23  -0.001
H -0.27 -2.35 7.32  0.000
H 0.33 -0.70 9.07  0.001
H 0.04 1.73 8.65  0.000
H -0.91 2.47 6.47  0.003
H -1.42 4.70 3.15  0.037
H -2.02 6.36 1.36  -0.003
H -3.28 6.92 -0.68  0.004
H -4.66 5.18 -1.79  0.000
H -4.81 2.90 -0.84  -0.004
Cl -3.25 -4.64 0.34  0.000
C -2.90 -2.90 0.34  -0.002
C -1.96 -2.49 -0.81  0.001
O -2.07 -3.00 -1.91  0.000
O -1.14 -1.56 -0.46  0.002
H -2.46 -2.64 1.30  0.000
H -3.85 -2.37 0.22  0.000
C 4.52 -5.96 1.68  0.000
C 4.56 -6.54 3.07  0.000
O 5.24 -7.50 3.36  0.000
S 3.59 -5.81 4.38  0.000
C 2.81 -4.36 3.69  0.000
C 3.43 -3.12 3.84  0.000
C 2.81 -1.98 3.36  0.000
C 1.56 -2.05 2.73  -0.001
C 0.96 -3.31 2.59  0.000
C 1.57 -4.45 3.07  0.000
C 0.90 -0.89 2.24  -0.002
C 0.37 0.13 1.82  0.005
H 4.24 -6.75 0.99  0.000
H 5.52 -5.63 1.42  0.000
H 3.82 -5.13 1.59  0.000
H 4.39 -3.06 4.32  0.000
H 3.29 -1.02 3.47  0.000
H 0.00 -3.38 2.09  0.000
H 1.10 -5.42 2.95  0.000
C 3.89 4.87 -4.11  0.000
C 3.00 3.78 -3.59  0.000
C 2.50 3.82 -2.29  0.000
C 1.68 2.82 -1.79  0.000
C 1.15 2.96 -0.38  -0.006
C 1.35 1.72 -2.61  0.000
Te 0.13 0.22 -1.63  -0.003
N -1.20 0.14 -3.07  0.000
C -2.40 0.49 -2.65  -0.003
O -2.71 0.98 -1.53  -0.002
C -3.47 0.36 -3.71  0.000
C -4.43 -0.64 -3.62  0.000
C -5.40 -0.77 -4.60  0.000
C -5.41 0.10 -5.69  0.000
C -4.44 1.09 -5.79  0.000
C -3.47 1.22 -4.80  0.000
C 1.28 -1.41 -2.29  0.000
C 0.73 -2.30 -3.19  0.000
C 1.45 -3.42 -3.59  0.000
C 2.72 -3.63 -3.07  0.000
C 3.26 -2.74 -2.16  0.000
C 2.55 -1.61 -1.74  0.000
C 3.14 -0.65 -0.75  0.000
C 1.81 1.68 -3.93  0.000
C 1.48 0.56 -4.88  0.000
C 2.63 2.71 -4.39  0.000
H 4.18 5.55 -3.32  0.000
H 3.38 5.44 -4.89  0.000
H 4.80 4.44 -4.55  0.000
H 2.77 4.66 -1.65  0.000
H 1.49 3.89 0.06  0.000
H 1.47 2.13 0.26  0.001
H 0.05 2.97 -0.39  0.003
H -4.40 -1.34 -2.79  0.000
H -6.13 -1.55 -4.53  0.000
H -6.16 0.00 -6.46  0.000
H -4.43 1.76 -6.64  0.000
H -2.70 1.98 -4.88  0.000
H -0.28 -2.12 -3.55  0.000
H 1.01 -4.12 -4.28  0.000
H 3.28 -4.50 -3.37  0.000
H 4.26 -2.91 -1.76  0.000
H 4.11 -0.99 -0.39  0.000
H 2.47 -0.54 0.11  0.000
H 3.26 0.34 -1.20  0.000
H 0.46 0.20 -4.71  0.000
H 2.16 -0.28 -4.73  0.000
H 1.57 0.89 -5.91  0.000
H 2.99 2.67 -5.42  0.000

---

8.
Computed, not measured: a molecular structure, C2HNaO3, with ωB97M-V/def2-TZVPD.

Results
Total charge: 0
Highest occupied orbital energy: -7.317 eV
Frontier orbital gap: 6.0 eV
Maximum force: 1.7 eV/Å
Total energy: -464.77872 Eh
ΔE to the lowest compared entry with this formula, charge and spin: 0.59 kcal per mole

Each line ends with the Mulliken charge.
Geometry (Å):
O -1.16 -0.95 -1.44  -0.452
C -0.73 -0.51 1.40  -0.355
O 0.02 0.04 0.53  -0.387
C -0.31 -0.15 -1.18  0.791
O 0.53 0.56 -1.69  -0.719
H -0.21 -0.36 2.38  0.109
Na 1.85 1.38 0.00  1.013